No. 1
{
  "formula": "C54H37I4N7OPbS2",
  "method": "ωB97M-V with the def2-TZVPD basis set",
  "symbols": ["Pb", "I", "C", "C", "C", "C", "C", "C", "C", "C", "C", "C", "C", "C", "C", "C", "C", "C", "I", "C", "C", "C", "N", "C", "C", "C", "C", "C", "C", "I", "C", "C", "C", "C", "C", "C", "N", "C", "C", "C", "C", "C", "N", "C", "C", "C", "C", "I", "C", "C", "C", "C", "N", "H", "H", "H", "H", "H", "H", "H", "H", "H", "H", "H", "H", "H", "H", "H", "H", "H", "H", "H", "H", "H", "H", "H", "H", "N", "C", "S", "N", "N", "C", "C", "C", "C", "C", "C", "C", "O", "H", "H", "H", "H", "H", "H", "H", "C", "S", "C", "H", "H", "H", "H", "H", "H"],
  "coordinates": [[0.093, 0.124, -0.190], [-4.481, -4.943, 6.633], [-3.718, -3.532, 5.301], [-4.531, -2.507, 4.844], [-4.018, -1.573, 3.953], [-2.703, -1.648, 3.497], [-1.901, -2.681, 3.991], [-2.396, -3.622, 4.885], [-2.127, -0.665, 2.531], [-2.812, -0.426, 1.312], [-4.140, -0.894, 0.954], [-4.443, -0.333, -0.248], [-3.290, 0.449, -0.653], [-3.178, 1.137, -1.880], [-4.413, 1.221, -2.717], [-5.565, 1.838, -2.232], [-6.715, 1.925, -3.006], [-6.718, 1.377, -4.280], [-8.443, 1.488, -5.449], [-5.587, 0.754, -4.786], [-4.442, 0.687, -4.004], [-2.032, 1.775, -2.387], [-0.792, 1.725, -1.842], [0.039, 2.461, -2.610], [1.386, 2.746, -2.299], [2.222, 3.380, -3.369], [2.054, 4.714, -3.731], [2.817, 5.282, -4.743], [3.761, 4.504, -5.396], [4.894, 5.338, -6.938], [3.958, 3.178, -5.042], [3.188, 2.626, -4.026], [1.992, 2.601, -1.045], [3.266, 3.185, -0.679], [3.427, 2.983, 0.647], [2.263, 2.258, 1.115], [1.441, 2.024, 0.061], [2.039, 1.856, 2.442], [0.939, 1.122, 2.899], [0.647, 0.815, 4.287], [-0.485, 0.079, 4.302], [-0.929, -0.041, 2.926], [-0.043, 0.597, 2.121], [3.024, 2.305, 3.472], [3.715, 1.378, 4.248], [4.614, 1.784, 5.224], [4.821, 3.139, 5.434], [6.160, 3.761, 6.907], [4.147, 4.086, 4.676], [3.257, 3.661, 3.698], [-0.698, 2.984, -3.746], [-1.981, 2.584, -3.594], [-2.334, 0.340, 0.305], [-5.553, -2.423, 5.188], [-4.647, -0.752, 3.631], [-0.866, -2.741, 3.672], [-1.755, -4.412, 5.255], [-4.778, -1.536, 1.544], [-5.363, -0.442, -0.801], [-5.554, 2.266, -1.236], [-7.595, 2.420, -2.618], [-5.596, 0.326, -5.780], [-3.551, 0.213, -4.399], [1.320, 5.317, -3.208], [2.678, 6.320, -5.016], [4.700, 2.578, -5.551], [3.336, 1.590, -3.741], [3.930, 3.709, -1.351], [4.260, 3.298, 1.256], [1.215, 1.149, 5.142], [-1.013, -0.295, 5.168], [3.550, 0.319, 4.080], [5.149, 1.049, 5.811], [4.308, 5.142, 4.846], [2.720, 4.396, 3.109], [-0.295, 3.607, -4.530], [-2.820, 2.845, -4.220], [-1.901, -3.131, -3.335], [-0.702, -2.851, -2.738], [0.615, -2.329, -3.531], [-0.736, -3.103, -1.331], [0.431, -2.682, -0.592], [1.251, -3.652, -0.309], [2.398, -3.480, 0.507], [3.098, -4.660, 0.888], [4.169, -4.636, 1.729], [4.598, -3.370, 2.225], [3.972, -2.218, 1.858], [2.848, -2.191, 0.949], [2.333, -1.101, 0.606], [-1.860, -3.084, -4.341], [-2.429, -3.909, -2.968], [1.063, -4.652, -0.707], [2.734, -5.611, 0.507], [4.679, -5.547, 2.013], [5.439, -3.328, 2.908], [4.304, -1.250, 2.217], [-1.877, -3.098, 1.090], [-1.871, -2.160, -0.416], [-3.510, -2.584, -0.976], [-2.666, -2.667, 1.710], [-0.911, -2.956, 1.564], [-2.062, -4.145, 0.853], [-3.634, -3.667, -1.013], [-3.681, -2.111, -1.938], [-4.174, -2.140, -0.231]],
  "mulliken_charge": [1.527, 0.098, -0.128, -0.985, -0.313, -0.265, -0.133, -1.004, 0.851, 0.212, -0.811, -0.996, 0.315, 0.433, -0.075, -0.190, -0.789, -0.089, 0.091, -0.687, -0.314, 0.377, 0.407, 0.180, 1.558, -0.968, 0.052, -0.710, 0.001, 0.087, -0.749, 0.012, -0.109, -1.482, -1.204, 0.723, -0.211, 0.918, 0.549, -1.688, -1.380, 0.404, 0.334, -0.429, -0.369, -0.766, -0.098, 0.084, -0.724, -0.329, -1.394, -1.321, -0.596, 0.414, 0.665, 0.525, 0.415, 0.552, 0.615, 0.535, 0.398, 0.391, 0.589, 0.545, 0.383, 0.381, 0.516, 0.487, 0.592, 0.587, 0.576, 0.667, 0.398, 0.384, 0.542, 0.551, 0.524, -0.253, -0.039, -0.204, -0.273, 0.391, -0.874, 0.928, -0.791, -0.769, -0.456, -0.565, -0.105, -0.124, 0.272, 0.209, 0.244, 0.332, 0.383, 0.422, 0.446, -0.843, 1.124, -1.560, -0.008, 0.015, 0.810, 0.542, 0.382, 0.226],
  "spin_multiplicity": 1,
  "charge": 0,
  "relative_energy_kcal_mol": 94.2,
  "e_homo_ev": [-6.78, -6.78],
  "lumo_energy_ev": [-1.517, -1.510]
}

No. 2
{
  "formula": "C54H40I2N7O6S3Sc",
  "method": "ωB97M-V with the def2-TZVPD basis set",
  "symbols": ["Sc", "I", "C", "C", "C", "I", "C", "O", "C", "C", "N", "C", "C", "C", "C", "C", "C", "N", "C", "H", "H", "H", "H", "H", "H", "H", "H", "H", "H", "H", "S", "C", "C", "C", "C", "C", "C", "N", "C", "C", "C", "C", "C", "C", "C", "C", "N", "C", "C", "C", "C", "C", "S", "C", "H", "H", "H", "H", "H", "H", "H", "H", "H", "H", "H", "H", "N", "C", "C", "C", "C", "C", "C", "S", "O", "O", "O", "H", "H", "H", "H", "H", "H", "O", "C", "N", "C", "C", "O", "N", "C", "C", "C", "C", "C", "C", "C", "C", "C", "C", "C", "C", "H", "H", "H", "H", "H", "H", "H", "H", "H", "H", "H"],
  "coordinates": [[0.333, -0.362, -0.153], [-5.697, -0.077, -5.217], [-4.268, -0.318, -3.718], [-4.389, -1.363, -2.813], [-3.434, -1.510, -1.821], [-3.530, -3.128, -0.507], [-2.363, -0.617, -1.691], [-1.484, -0.734, -0.730], [-2.235, 0.400, -2.649], [-1.012, 1.273, -2.590], [0.214, 0.456, -2.425], [0.390, -0.541, -3.494], [0.635, -1.960, -3.032], [0.884, -2.918, -4.013], [1.105, -4.227, -3.647], [1.074, -4.553, -2.298], [0.823, -3.546, -1.392], [0.601, -2.270, -1.737], [-3.185, 0.545, -3.647], [-5.211, -2.061, -2.884], [-1.058, 1.958, -1.738], [-0.962, 1.878, -3.501], [1.021, 1.066, -2.444], [1.226, -0.260, -4.135], [-0.510, -0.558, -4.113], [0.911, -2.617, -5.052], [1.303, -4.983, -4.396], [1.244, -5.562, -1.951], [0.804, -3.778, -0.337], [-3.071, 1.335, -4.380], [-4.575, 0.153, 5.224], [-5.819, -0.976, 4.985], [-5.742, -1.583, 3.763], [-4.661, -1.095, 2.999], [-3.936, -0.131, 3.658], [-2.744, 0.566, 3.169], [-2.094, 0.092, 2.015], [-1.027, 0.652, 1.491], [-0.555, 1.782, 2.057], [-1.071, 2.298, 3.242], [-0.454, 3.456, 3.826], [0.577, 4.076, 3.213], [1.082, 3.597, 1.956], [2.164, 4.186, 1.291], [2.624, 3.655, 0.104], [1.934, 2.544, -0.410], [0.924, 1.949, 0.194], [0.509, 2.456, 1.379], [3.823, 4.142, -0.585], [4.610, 3.465, -1.474], [5.738, 4.214, -1.899], [5.790, 5.444, -1.320], [4.474, 5.702, -0.262], [-2.176, 1.648, 3.812], [-6.529, -1.167, 5.773], [-6.429, -2.345, 3.427], [-4.436, -1.440, 2.000], [-2.452, -0.795, 1.510], [-0.830, 3.808, 4.778], [1.047, 4.943, 3.659], [2.658, 5.038, 1.744], [2.279, 2.098, -1.334], [4.421, 2.449, -1.795], [6.476, 3.850, -2.597], [6.527, 6.218, -1.464], [-2.566, 1.999, 4.756], [0.315, -2.195, 1.492], [-0.075, -2.032, 2.896], [-1.209, -2.666, 3.380], [-1.712, -2.333, 4.641], [-1.086, -1.360, 5.403], [0.097, -0.793, 4.943], [0.611, -1.128, 3.705], [-1.820, -0.687, 6.901], [-0.741, -0.687, 7.866], [-2.223, 0.652, 6.475], [-2.932, -1.570, 7.198], [-0.256, -2.948, 1.119], [1.293, -2.479, 1.465], [-1.742, -3.376, 2.753], [-2.626, -2.778, 5.014], [0.594, -0.057, 5.564], [1.502, -0.645, 3.335], [3.530, -0.638, -3.102], [3.602, -0.631, -1.890], [4.745, -0.825, -1.151], [4.544, -0.539, 0.259], [3.026, -0.359, 0.215], [2.261, -0.210, 1.189], [2.545, -0.390, -1.012], [4.903, -1.705, 1.178], [4.631, -1.615, 2.541], [4.922, -2.674, 3.385], [5.503, -3.830, 2.879], [5.783, -3.920, 1.526], [5.478, -2.865, 0.675], [5.226, 0.764, 0.689], [6.502, 1.057, 0.214], [7.133, 2.239, 0.562], [6.496, 3.149, 1.395], [5.235, 2.857, 1.886], [4.602, 1.670, 1.539], [5.637, -0.776, -1.610], [4.187, -0.716, 2.947], [4.693, -2.595, 4.440], [5.735, -4.655, 3.540], [6.236, -4.817, 1.123], [5.675, -2.957, -0.385], [7.024, 0.357, -0.428], [8.123, 2.452, 0.180], [6.984, 4.078, 1.661], [4.731, 3.557, 2.540], [3.609, 1.465, 1.918]],
  "mulliken_charge": [-0.944, 0.070, -0.627, -0.127, -0.297, -0.032, -0.524, 0.871, 0.338, -0.948, 0.256, -1.730, 0.804, -1.038, -0.656, -1.066, -0.811, 1.423, -0.369, 0.408, 0.321, 0.473, -0.011, 0.551, 0.721, 0.535, 0.436, 0.489, 0.394, 0.460, 0.036, -0.337, -0.761, -0.166, 0.576, 0.164, -0.615, 1.000, -0.265, 0.770, -1.106, -1.223, 0.964, -0.569, 0.634, -1.098, 1.235, -0.952, 0.052, -0.231, -0.868, -0.362, -0.169, -0.900, 0.472, 0.422, 0.343, -0.170, 0.521, 0.489, 0.517, 0.548, 0.447, 0.468, 0.496, 0.675, 0.503, -0.669, -0.534, -0.377, -0.134, -1.287, 0.050, 1.247, -0.748, -0.576, -0.691, 0.348, 0.291, 0.424, 0.546, 0.493, 0.510, -0.724, -0.708, -0.096, 1.806, -0.393, 0.055, 1.023, -0.407, 0.239, -0.897, -0.601, -0.904, -0.399, 0.548, -0.558, -1.179, -0.667, -1.409, 0.801, 0.373, 0.261, 0.471, 0.410, 0.429, 0.405, 0.454, 0.415, 0.468, 0.522, 0.458],
  "spin_multiplicity": 1,
  "charge": 0,
  "relative_energy_kcal_mol": 10.3,
  "e_homo_ev": -7.79,
  "lumo_energy_ev": -1.085
}